Entry 1:
13
Properties=species:S:1:pos:R:3:lowdin_charge:R:1 method="wB97M-V/def2-TZVPD" lumo_energy_ev=0.790 smiles="O=CNCCO" homo_lumo_gap_ev=10.67 e_above_lowest_kcal_mol=23.4
O -2.17 -0.33 0.95 -0.064
C -1.15 -0.65 0.03 -0.256
C -0.38 0.60 -0.41 -0.168
N 1.00 0.32 -0.77 0.012
C 1.91 0.05 0.19 -0.366
O 1.65 0.03 1.38 0.012
H -1.72 -0.11 1.78 0.093
H -1.65 -1.12 -0.83 0.118
H -0.44 -1.38 0.44 0.115
H -0.37 1.31 0.43 0.122
H -0.87 1.10 -1.25 0.123
H 1.28 0.32 -1.74 0.131
H 2.93 -0.14 -0.20 0.131

***

Entry 2:
50
Properties=species:S:1:pos:R:3:lowdin_charge:R:1 method="wB97M-V/def2-TZVPD" lumo_energy_ev=-0.191 smiles="C[N+](=O)[O-].C[N+](=O)[O-].C[N+](=O)[O-].C[N+](=O)[O-].C[N+](=O)[O-].C[N+](=O)[O-].ClCCCl" homo_lumo_gap_ev=10.17 e_above_lowest_kcal_mol=11.6
C -3.26 2.59 -2.26 0.040
N -2.05 3.39 -2.01 -0.448
O -2.21 4.51 -1.57 0.053
O -0.95 2.95 -2.28 0.050
H -3.04 1.76 -2.93 0.094
H -3.97 3.26 -2.73 0.100
H -3.61 2.16 -1.32 0.085
C 4.34 0.23 2.70 0.041
N 3.21 0.02 3.63 -0.445
O 3.46 -0.39 4.75 0.064
O 2.08 0.09 3.20 0.055
H 4.71 1.23 2.90 0.108
H 3.89 0.09 1.72 0.071
H 5.11 -0.51 2.90 0.101
C -5.48 -1.80 -2.02 0.055
N -4.49 -0.90 -1.39 -0.437
O -4.91 -0.02 -0.65 0.049
O -3.29 -1.11 -1.55 0.039
H -5.41 -2.70 -1.41 0.103
H -5.16 -1.90 -3.06 0.101
H -6.42 -1.28 -2.04 0.100
C 3.41 -2.91 -0.08 0.023
N 4.50 -3.86 -0.45 -0.461
O 5.12 -3.57 -1.46 0.065
O 4.66 -4.83 0.23 0.073
H 3.17 -2.26 -0.91 0.064
H 3.65 -2.28 0.77 0.086
H 2.56 -3.58 0.08 0.098
C -2.84 -3.11 1.51 0.055
N -3.61 -1.85 1.71 -0.436
O -4.78 -1.82 1.40 0.052
O -2.99 -0.94 2.22 0.068
H -1.82 -2.85 1.28 0.092
H -3.30 -3.60 0.64 0.090
H -3.08 -3.79 2.32 0.104
C 3.82 3.85 -1.24 0.053
N 3.35 2.45 -0.98 -0.450
O 4.00 1.78 -0.22 0.055
O 2.34 2.13 -1.55 0.057
H 4.74 4.11 -0.75 0.093
H 2.96 4.44 -0.93 0.104
H 3.88 3.97 -2.32 0.100
Cl 0.68 -0.68 -0.76 0.596
C -0.47 0.16 0.30 -0.667
C 0.00 1.52 0.78 -0.607
Cl -1.39 2.48 1.45 0.553
H -0.72 -0.47 1.16 0.050
H -1.42 0.23 -0.23 0.037
H 0.27 2.14 -0.07 0.024
H 0.78 1.43 1.52 0.050

***

Entry 3:
7
Properties=species:S:1:pos:R:3:lowdin_charge:R:1 method="wB97M-V/def2-TZVPD" lumo_energy_ev=-1.207 homo_lumo_gap_ev=7.06 e_above_lowest_kcal_mol=34.5
C 0.25 -0.40 0.32 -0.797
N -0.22 0.86 0.39 0.080
Cl 1.82 -0.76 0.08 0.735
Br -0.51 -1.14 -2.40 -0.369
H -0.38 -1.12 1.01 0.140
H 0.21 1.68 0.04 0.119
H -1.18 0.87 0.56 0.091

***

Entry 4:
44
Properties=species:S:1:pos:R:3:lowdin_charge:R:1 method="wB97M-V/def2-TZVPD" lumo_energy_ev="-5.186 / -5.186" multiplicity=2 charge=+1 s2=0.75 homo_lumo_gap_ev="5.47 / 6.61"
O 1.03 5.21 0.17 0.228
C 0.40 4.22 -0.05 -0.413
O -0.27 3.45 0.85 0.089
F -0.74 4.29 1.88 0.045
C 0.26 3.62 -1.42 -0.076
C 1.27 2.83 -1.95 0.048
C 1.13 2.34 -3.22 0.018
N 0.03 2.64 -3.93 0.124
C -0.97 3.40 -3.44 0.011
C -0.88 3.91 -2.17 0.065
H 2.16 2.59 -1.38 0.155
H 1.88 1.72 -3.69 0.157
H -0.06 2.28 -4.87 0.189
H -1.81 3.59 -4.09 0.153
H -1.68 4.52 -1.78 0.151
C -0.63 -3.80 0.91 -0.025
C 0.60 -2.88 0.85 -0.486
C 1.02 -2.45 2.26 -0.126
C 0.08 -1.44 2.91 -0.163
C -0.13 -0.23 2.00 -0.127
C -0.59 -0.62 0.59 -0.485
N 0.33 -1.65 0.03 -0.098
O 1.40 -1.13 -0.44 -0.036
C -2.05 -1.09 0.61 -0.022
C -0.54 0.59 -0.33 -0.061
C 1.72 -3.66 0.19 -0.041
H -1.20 -3.76 -0.01 0.090
H -0.30 -4.83 1.05 0.088
H -1.30 -3.58 1.74 0.068
H 2.03 -2.02 2.22 0.126
H 1.10 -3.35 2.88 0.130
H -0.88 -1.90 3.16 0.105
H 0.51 -1.10 3.86 0.117
H -0.87 0.45 2.43 0.127
H 0.81 0.33 1.93 0.125
H -2.34 -1.50 -0.36 0.094
H -2.70 -0.24 0.83 0.091
H -2.25 -1.84 1.37 0.064
H 0.46 1.04 -0.32 0.054
H -1.26 1.34 0.00 0.082
H -0.78 0.31 -1.36 0.097
H 1.46 -3.93 -0.84 0.095
H 1.89 -4.58 0.75 0.091
H 2.66 -3.10 0.17 0.079

***

Entry 5:
94
Properties=species:S:1:pos:R:3:lowdin_charge:R:1 method="wB97M-V/def2-TZVPD" lumo_energy_ev=0.226 smiles="C[C@@H](O)C[C@H]1CCCS(=O)(=O)O1.COC[C@@H](C)N.COC[C@@H](C)N.COC[C@@H](C)N.COC[C@@H](C)N" homo_lumo_gap_ev=9.36
C -0.21 -2.48 -2.16 -0.036
C -1.55 -1.78 -1.88 -0.389
O -1.34 -0.38 -1.59 -0.058
C -2.57 -1.89 -3.07 -0.058
C -3.96 -2.46 -2.66 -0.360
C -5.12 -1.46 -2.89 -0.132
C -6.47 -1.85 -2.19 -0.182
C -6.52 -3.29 -1.57 -0.188
S -5.38 -4.47 -2.40 0.725
O -4.62 -5.19 -1.36 -0.324
O -6.22 -5.41 -3.18 -0.313
O -4.29 -3.68 -3.35 -0.187
H 0.09 -2.47 -3.21 0.081
H 0.59 -2.10 -1.51 0.080
H -0.35 -3.54 -1.89 0.088
H -1.96 -2.21 -0.94 0.133
H -2.13 -0.13 -1.12 0.081
H -2.10 -2.56 -3.81 0.123
H -2.67 -0.91 -3.56 0.126
H -3.91 -2.69 -1.58 0.126
H -5.32 -1.45 -3.98 0.128
H -4.88 -0.42 -2.62 0.118
H -7.33 -1.75 -2.87 0.110
H -6.63 -1.14 -1.36 0.110
H -7.53 -3.69 -1.51 0.111
H -6.15 -3.20 -0.54 0.101
C 3.12 3.16 -1.35 -0.066
C 2.06 2.08 -1.51 -0.430
C 0.65 2.63 -1.76 -0.202
O 0.00 3.15 -0.61 -0.196
C 0.35 4.48 -0.28 -0.106
N 2.09 1.21 -0.33 0.052
H 3.07 3.66 -0.39 0.066
H 4.12 2.72 -1.43 0.057
H 3.03 3.92 -2.14 0.080
H 2.33 1.48 -2.38 0.128
H 0.02 1.80 -2.10 0.106
H 0.64 3.37 -2.57 0.120
H 0.54 5.10 -1.16 0.090
H 1.22 4.49 0.38 0.075
H -0.48 4.92 0.28 0.084
H 1.44 0.43 -0.48 0.062
H 1.67 1.72 0.44 0.063
C -1.52 3.43 5.84 -0.072
C -1.51 3.21 4.33 -0.430
C -0.19 3.64 3.66 -0.206
O -0.05 5.04 3.49 -0.197
C 0.44 5.72 4.64 -0.105
N -2.67 3.90 3.74 0.041
H -1.64 4.47 6.11 0.064
H -2.35 2.88 6.29 0.076
H -0.59 3.06 6.29 0.078
H -1.63 2.14 4.15 0.131
H -0.19 3.23 2.64 0.112
H 0.68 3.21 4.17 0.120
H 1.15 5.11 5.20 0.091
H -0.39 6.02 5.29 0.075
H 0.94 6.62 4.31 0.087
H -2.71 3.67 2.75 0.070
H -2.47 4.89 3.76 0.069
C -2.40 -4.15 4.69 -0.071
C -2.37 -4.36 3.18 -0.431
C -1.06 -3.92 2.52 -0.206
O -0.92 -2.52 2.35 -0.200
C -0.44 -1.83 3.50 -0.104
N -3.51 -3.67 2.58 0.042
H -2.53 -3.11 4.97 0.063
H -3.23 -4.70 5.13 0.076
H -1.48 -4.52 5.16 0.078
H -2.48 -5.43 3.00 0.137
H -1.05 -4.33 1.50 0.119
H -0.18 -4.34 3.03 0.120
H 0.28 -2.43 4.06 0.092
H -1.27 -1.53 4.14 0.073
H 0.05 -0.92 3.15 0.083
H -3.54 -3.89 1.59 0.064
H -3.32 -2.68 2.60 0.066
C 6.39 -0.51 -4.87 -0.073
C 5.93 0.49 -3.81 -0.432
C 7.08 1.14 -3.03 -0.208
O 7.65 0.30 -2.03 -0.188
C 8.62 -0.61 -2.51 -0.107
N 4.96 -0.16 -2.93 0.050
H 6.71 -1.45 -4.43 0.064
H 5.58 -0.73 -5.56 0.075
H 7.22 -0.10 -5.45 0.078
H 5.41 1.30 -4.34 0.134
H 6.68 2.00 -2.48 0.115
H 7.86 1.52 -3.70 0.119
H 9.21 -0.19 -3.33 0.090
H 8.15 -1.55 -2.83 0.074
H 9.30 -0.84 -1.69 0.087
H 4.58 0.53 -2.29 0.048
H 5.48 -0.79 -2.32 0.072

***

Entry 6:
16
Properties=species:S:1:pos:R:3:lowdin_charge:R:1 method="wB97M-V/def2-TZVPD" lumo_energy_ev="-5.707 / -4.527" charge=+1 homo_lumo_gap_ev="5.96 / 8.28" e_above_lowest_kcal_mol=106.4
C 0.88 -0.08 1.44 -0.135
C 0.55 1.95 0.26 -0.052
C 0.06 -1.05 0.93 -0.231
C -0.45 -0.86 -0.46 -0.233
C -1.78 -1.20 -0.85 -0.541
N 0.93 1.14 1.07 0.191
N 0.45 2.90 -0.60 0.238
I -3.09 0.29 0.19 0.742
H 1.42 -0.45 2.38 0.174
H 0.87 -1.70 0.48 0.189
H -0.65 -1.41 1.68 0.146
H 0.28 -0.52 -1.22 0.130
H -2.22 -2.22 -0.65 0.093
H -1.95 -0.80 -1.85 0.038
H 1.04 3.05 -1.37 0.135
H -0.17 3.64 -0.46 0.116

***

Entry 7:
162
Properties=species:S:1:pos:R:3:lowdin_charge:R:1 method="wB97M-V/def2-TZVPD" lumo_energy_ev=0.590 homo_lumo_gap_ev=10.14
C 3.30 1.77 -3.24 -0.041
C 4.15 0.60 -2.86 -0.400
C 5.33 0.35 -3.86 -0.239
F 6.02 -0.74 -3.53 0.112
F 4.67 0.12 -5.10 0.038
F 4.72 0.69 -1.59 0.085
F 3.36 -0.50 -2.84 0.117
O 4.08 2.94 -3.23 0.045
C 3.69 3.98 -2.55 -0.584
C 4.64 5.14 -2.93 -0.264
F 4.33 6.32 -2.31 0.087
F 5.89 4.85 -2.53 0.110
F 2.44 4.38 -2.88 0.151
F 3.73 3.75 -1.20 0.130
H 2.49 1.80 -2.51 0.154
H 2.84 1.73 -4.24 0.131
H 6.06 1.14 -4.00 0.166
H 4.52 5.18 -3.98 0.157
C -1.72 1.61 3.13 -0.035
C -0.33 1.66 3.78 -0.482
C -0.15 0.38 4.47 -0.057
O 0.66 1.85 2.77 -0.067
H -1.81 0.68 2.63 0.038
H -1.80 2.49 2.45 0.095
H -2.39 1.66 3.97 0.077
H -0.24 2.53 4.45 0.148
H -1.01 0.28 5.14 0.098
H 0.80 0.41 5.00 0.087
H -0.18 -0.41 3.72 0.079
H 1.27 1.12 2.69 0.053
C 1.85 3.72 -6.16 -0.051
C 0.64 2.92 -5.73 -0.470
C -0.53 3.12 -6.73 -0.047
O 1.01 1.53 -5.63 -0.098
H 2.69 3.64 -5.46 0.053
H 1.64 4.81 -6.36 0.104
H 2.10 3.47 -7.16 0.065
H 0.25 3.19 -4.78 0.117
H -1.40 2.54 -6.46 0.067
H -0.29 2.70 -7.74 0.092
H -0.74 4.13 -6.91 0.048
H 0.23 1.07 -5.16 0.082
C 4.30 1.99 2.10 -0.049
C 4.06 0.64 1.48 -0.482
C 5.26 -0.22 1.28 -0.047
O 3.07 0.01 2.36 -0.093
H 3.48 2.67 2.14 0.060
H 5.07 2.56 1.60 0.084
H 4.60 1.83 3.13 0.086
H 3.57 0.94 0.48 0.133
H 5.79 -0.34 2.30 0.118
H 5.92 0.20 0.53 0.082
H 4.91 -1.21 1.07 0.053
H 2.88 -0.92 2.07 0.057
C 0.13 4.27 0.26 -0.069
C 0.61 5.30 1.24 -0.469
C -0.17 6.57 1.13 -0.059
O 0.43 4.72 2.56 -0.055
H -0.94 4.01 0.23 0.074
H 0.70 3.30 0.30 0.087
H 0.25 4.58 -0.77 0.072
H 1.66 5.46 1.09 0.131
H 0.17 7.31 1.87 0.078
H -1.24 6.39 1.32 0.088
H -0.01 7.09 0.19 0.081
H 0.60 3.78 2.50 0.019
C -1.89 -5.07 2.94 -0.056
C -2.08 -3.79 3.66 -0.476
C -1.00 -3.65 4.71 -0.045
O -1.92 -2.72 2.72 -0.087
H -1.79 -5.91 3.64 0.091
H -1.01 -5.16 2.27 0.088
H -2.70 -5.25 2.24 0.078
H -3.06 -3.71 4.06 0.122
H -0.92 -4.53 5.28 0.061
H -0.98 -2.73 5.31 0.081
H -0.03 -3.60 4.07 0.110
H -1.02 -2.35 2.71 0.085
C 2.86 -2.93 -0.36 -0.052
C 2.05 -3.53 0.74 -0.450
C 2.43 -4.92 1.14 -0.045
O 2.03 -2.67 1.94 -0.071
H 2.86 -3.51 -1.30 0.096
H 3.89 -2.88 -0.05 0.066
H 2.63 -1.88 -0.60 0.066
H 1.04 -3.45 0.36 0.126
H 2.40 -5.69 0.30 0.109
H 1.72 -5.26 1.90 0.070
H 3.44 -4.93 1.56 0.079
H 2.77 -2.84 2.46 -0.008
C -6.08 -0.59 1.24 -0.065
C -5.08 -1.25 2.12 -0.488
C -5.65 -1.56 3.49 -0.050
O -4.47 -2.39 1.44 -0.086
H -5.93 -0.76 0.18 0.065
H -6.02 0.50 1.50 0.096
H -7.14 -1.00 1.34 0.103
H -4.28 -0.56 2.31 0.107
H -6.01 -0.63 3.96 0.089
H -4.92 -1.98 4.14 0.052
H -6.58 -2.17 3.42 0.092
H -3.58 -2.51 1.87 0.056
C -2.39 -1.25 -5.06 -0.038
C -1.29 -0.87 -4.09 -0.476
C 0.01 -1.49 -4.38 -0.046
O -1.26 0.59 -4.13 -0.071
H -2.49 -2.31 -5.24 0.071
H -2.15 -0.82 -5.97 0.059
H -3.30 -0.81 -4.62 0.095
H -1.56 -1.13 -3.08 0.119
H 0.22 -1.44 -5.42 0.080
H -0.12 -2.56 -4.24 0.095
H 0.76 -1.06 -3.75 0.065
H -1.46 0.95 -3.27 0.051
C -2.14 0.20 -0.04 -0.039
C -0.80 0.84 -0.28 -0.474
C 0.36 -0.12 -0.42 -0.022
O -0.88 1.62 -1.49 -0.080
H -2.01 -0.51 0.85 0.094
H -2.48 -0.36 -0.91 0.077
H -2.89 0.99 0.16 0.077
H -0.58 1.51 0.54 0.090
H 1.36 0.40 -0.25 0.093
H 0.43 -0.68 -1.37 0.083
H 0.32 -0.89 0.32 0.057
H -1.41 2.44 -1.27 0.077
C -5.38 4.56 -0.49 -0.069
C -4.63 3.29 -0.60 -0.504
C -5.43 2.29 -1.44 -0.057
O -3.41 3.54 -1.32 -0.067
H -5.04 5.19 0.30 0.073
H -6.47 4.50 -0.37 0.089
H -5.28 5.12 -1.41 0.084
H -4.41 2.82 0.36 0.122
H -4.87 1.34 -1.44 0.071
H -5.61 2.73 -2.47 0.106
H -6.43 2.15 -0.96 0.089
H -3.02 4.41 -1.19 0.088
C 3.22 -2.24 5.80 -0.027
C 4.27 -2.98 4.93 -0.471
C 4.12 -4.51 5.08 -0.024
O 4.15 -2.54 3.62 -0.060
H 2.30 -2.72 5.57 0.056
H 3.15 -1.16 5.54 0.086
H 3.44 -2.38 6.85 0.080
H 5.26 -2.68 5.27 0.132
H 4.56 -5.00 4.29 0.050
H 3.09 -4.81 5.25 0.080
H 4.60 -4.71 6.04 0.084
H 4.13 -1.59 3.68 0.058
C -4.07 -4.34 -2.53 -0.061
C -3.40 -4.48 -1.16 -0.494
C -2.24 -5.50 -1.32 -0.058
O -2.74 -3.33 -0.65 -0.071
H -5.00 -3.70 -2.44 0.099
H -4.31 -5.34 -2.82 0.052
H -3.34 -4.01 -3.31 0.081
H -4.13 -4.93 -0.52 0.119
H -2.57 -6.36 -1.96 0.085
H -1.83 -5.90 -0.40 0.049
H -1.41 -4.89 -1.77 0.091
H -3.43 -2.74 -0.29 0.055

***

Entry 8:
14
Properties=species:S:1:pos:R:3:lowdin_charge:R:1 method="wB97M-V/def2-TZVPD" lumo_energy_ev=1.065 smiles="C=C(N)O[C@H]1CO1" homo_lumo_gap_ev=9.55 e_above_lowest_kcal_mol=62.8
N 0.19 -2.08 -0.22 0.129
C -0.62 -1.00 0.07 -0.474
O 0.07 -0.10 0.87 0.010
C -1.89 -0.82 -0.27 0.051
C 0.24 1.14 0.29 -0.361
C 1.52 1.80 0.50 -0.062
O 1.18 1.20 -0.76 0.004
H 1.15 -1.81 -0.40 0.099
H -0.18 -2.69 -0.94 0.097
H -2.46 0.01 0.13 0.059
H -2.39 -1.51 -0.94 0.056
H -0.68 1.70 0.12 0.157
H 2.28 1.27 1.07 0.120
H 1.59 2.89 0.49 0.114

***

Entry 9:
15
Properties=species:S:1:pos:R:3:lowdin_charge:R:1 method="wB97M-V/def2-TZVPD" lumo_energy_ev=3.564 charge=-1 homo_lumo_gap_ev=7.83 e_above_lowest_kcal_mol=13.8
C -2.05 0.14 -0.20 -0.719
C 2.06 0.08 -0.28 -0.203
C -0.72 0.86 0.04 -0.207
C 0.68 -0.45 -0.52 -0.617
O -2.30 -0.70 0.71 -0.131
O -2.72 0.43 -1.19 -0.016
O -0.49 1.09 1.38 -0.061
S 0.33 -1.97 0.39 0.654
H 2.19 1.06 -0.76 0.064
H 2.79 -0.61 -0.70 0.059
H 2.25 0.18 0.79 0.059
H -0.49 1.73 -0.57 0.118
H 0.44 -0.58 -1.57 0.062
H -0.99 0.38 1.83 0.085
H -0.97 -1.63 0.65 -0.148

***

Entry 10:
9
Properties=species:S:1:pos:R:3:lowdin_charge:R:1 method="wB97M-V/def2-TZVPD" lumo_energy_ev="3.847 / 3.848" charge=-1 homo_lumo_gap_ev="7.30 / 7.31" e_above_lowest_kcal_mol=24.6
C -0.93 0.49 0.07 -0.335
C 0.50 0.39 0.27 -0.344
C -2.36 -0.37 0.51 -0.049
C 1.37 -0.75 -0.18 -0.194
N -1.87 -0.32 -0.66 -0.090
O 1.15 -1.96 -0.10 0.015
O 1.05 1.52 0.69 -0.151
H -1.16 1.49 0.13 0.049
H 2.25 -0.49 -0.73 0.098

***

Entry 11:
55
Properties=species:S:1:pos:R:3:lowdin_charge:R:1 method="wB97M-V/def2-TZVPD" lumo_energy_ev=0.011 homo_lumo_gap_ev=6.56
Mg 0.05 -0.25 0.29 0.384
C 0.74 -1.52 -1.16 -0.695
O 1.78 -0.96 -0.49 -0.191
O 0.01 -0.59 -1.71 -0.161
O 0.08 -2.29 -0.31 -0.137
C 0.99 1.64 3.89 -0.237
S 1.29 -0.04 3.40 0.921
O 0.56 -0.19 2.12 -0.530
C 3.02 0.08 2.99 -0.226
H 1.41 2.37 3.18 0.055
H 1.40 1.93 4.85 0.062
H -0.10 1.76 3.89 0.064
H 3.37 -0.92 2.75 0.067
H 3.52 0.49 3.87 0.061
H 3.21 0.71 2.13 0.067
C 0.15 3.04 -2.15 -0.221
S 0.31 3.02 -0.37 0.927
O 0.06 1.63 0.08 -0.548
C 2.11 3.15 -0.31 -0.220
H 0.71 2.23 -2.60 0.027
H 0.64 3.96 -2.48 0.065
H -0.90 3.03 -2.42 0.062
H 2.52 2.26 -0.78 0.073
H 2.33 3.19 0.76 0.039
H 2.45 4.08 -0.75 0.060
C -4.31 -0.90 0.66 -0.245
S -3.12 0.31 0.08 0.915
O -1.86 -0.11 0.78 -0.546
C -2.99 -0.32 -1.60 -0.228
H -5.27 -0.80 0.16 0.058
H -4.41 -0.86 1.74 0.043
H -3.84 -1.87 0.45 0.070
H -3.98 -0.48 -2.03 0.060
H -2.40 -1.24 -1.52 0.065
H -2.43 0.42 -2.17 0.044
C -1.04 -3.09 2.78 0.000
C -2.14 -2.65 3.71 -0.474
O -3.27 -2.43 3.32 0.048
C -1.83 -2.52 5.19 -0.023
H -0.76 -2.27 2.12 0.050
H -1.48 -3.88 2.17 0.100
H -0.15 -3.38 3.33 0.078
H -0.75 -2.57 5.37 0.064
H -2.29 -3.30 5.80 0.084
H -2.19 -1.56 5.55 0.081
C 1.37 0.40 -4.27 -0.026
C 1.72 0.73 -5.71 -0.482
O 1.50 1.81 -6.19 0.049
C 2.44 -0.34 -6.51 -0.026
H 1.98 1.00 -3.60 0.082
H 1.60 -0.65 -4.16 0.072
H 0.32 0.61 -4.04 0.076
H 2.19 -1.33 -6.11 0.072
H 3.52 -0.23 -6.39 0.090
H 2.19 -0.33 -7.57 0.080